80
Properties=species:S:1:pos:R:3:forces:R:3 method="wB97M-V/def2-TZVPD" fmax_ha_per_bohr=0.08226 multiplicity=5 total_charge=+1 e_tot_ev=-103579.991 homo_lumo_gap_ev="2.84 / 4.72"
C 0.3112 0.2379 2.0069 -0.54 0.71 0.64
C 0.5185 1.4862 1.3145 -1.15 0.33 1.05
C -0.7597 1.9401 0.8500 0.18 0.12 0.70
H 1.4382 2.0482 1.2221 -0.01 -0.28 -0.09
C -1.7434 0.9567 1.1821 0.53 0.10 0.83
C -1.0917 -0.0873 1.9153 0.39 1.00 0.98
H -1.5812 -0.9328 2.3909 0.24 0.05 -0.40
H 1.0695 -0.3167 2.5560 -0.21 -0.02 -0.44
H -0.9672 2.8817 0.3493 0.06 -0.41 -0.12
H -2.7979 1.0130 0.9542 0.05 0.01 -0.22
Mn -0.2343 0.0477 0.0036 0.42 -2.19 -3.59
Si -2.9180 4.8521 -3.9748 -0.38 -0.74 -3.15
C -2.1742 5.3398 -5.6304 0.07 0.26 0.37
C -2.6704 4.7069 -6.7767 0.51 0.39 -0.33
H -3.4590 3.9511 -6.6857 0.25 0.25 -0.07
C -2.1516 5.0446 -8.0294 -0.10 -0.15 0.27
H -2.5290 4.5273 -8.9126 0.13 0.27 0.13
C -1.1460 6.0128 -8.1311 0.09 -0.04 0.24
H -0.7440 6.2697 -9.1147 -0.11 -0.05 0.37
C -0.6388 6.6279 -6.9773 0.05 -0.10 -0.17
H 0.1756 7.3512 -7.0621 -0.29 -0.16 -0.01
C -1.1474 6.2931 -5.7185 -0.32 -0.33 -0.60
H -0.7543 6.7586 -4.8106 -0.09 -0.09 -0.30
C -4.7600 4.8751 -4.2988 -0.12 -0.35 0.38
C -5.3496 6.0681 -4.7462 -0.26 -0.30 0.06
H -4.7248 6.9579 -4.8899 -0.34 -0.28 0.05
C -6.7165 6.0956 -5.0357 0.01 -0.06 0.06
H -7.1740 7.0175 -5.4047 0.12 -0.32 0.15
C -7.5002 4.9465 -4.8546 0.26 -0.08 0.00
H -8.5733 4.9759 -5.0594 0.37 0.02 0.05
C -6.9058 3.7502 -4.4342 0.03 0.25 -0.08
H -7.4989 2.8434 -4.3105 0.07 0.27 -0.08
C -5.5356 3.7143 -4.1713 -0.29 0.43 -0.23
H -5.0686 2.7725 -3.8801 -0.20 0.31 -0.05
H -2.5580 5.9715 -3.1121 0.38 -0.09 0.61
Si -2.0710 2.3443 -3.9189 0.06 3.28 1.79
C -3.0508 2.7220 -2.2629 0.42 -1.38 0.77
C -2.8430 3.8385 -1.4097 -0.25 -0.26 0.10
H -2.0325 4.5576 -1.5721 -0.39 -0.40 -0.07
C -3.6791 4.0773 -0.3059 0.20 -0.14 -0.25
H -3.5180 4.9762 0.2999 -0.09 -0.38 -0.22
C -4.6898 3.1757 0.0128 0.04 -0.21 0.10
H -5.3377 3.3610 0.8696 0.13 -0.05 -0.24
C -4.8357 2.0060 -0.7442 0.03 -0.02 -0.17
H -5.5887 1.2624 -0.4669 0.18 0.30 -0.09
C -4.0251 1.7790 -1.8591 -0.15 0.60 0.22
H -4.1534 0.8684 -2.4522 -0.03 0.22 0.25
C -0.3303 3.0789 -3.7264 0.37 -0.65 0.04
C 0.1794 3.4883 -2.4831 0.11 0.35 -0.22
H -0.3592 3.2375 -1.5719 0.12 0.13 -0.31
C 1.3467 4.2449 -2.3916 0.03 -0.16 -0.10
H 1.6738 4.6100 -1.4127 0.00 -0.11 -0.36
C 2.0828 4.5242 -3.5473 -0.24 -0.15 -0.09
H 2.9979 5.1126 -3.4823 -0.25 -0.13 -0.08
C 1.6382 4.0312 -4.7811 0.29 0.01 0.03
H 2.2231 4.2369 -5.6837 -0.23 -0.11 0.34
C 0.4536 3.2987 -4.8701 -0.24 0.37 0.23
H 0.0834 2.9397 -5.8368 0.26 0.26 0.23
H -2.0167 0.9762 -4.4933 -0.64 0.35 -0.14
Cl -1.0583 0.6313 -2.0052 0.74 -1.05 1.20
C 3.7028 -0.2132 -1.5616 -0.77 1.39 0.58
C 3.8351 -1.5823 -1.8217 -0.78 -1.32 0.17
C 2.7725 -2.4331 -1.5222 1.07 0.47 -0.24
C 1.6163 -1.9111 -0.9302 -1.66 -0.90 0.05
N 1.5265 -0.5696 -0.6246 0.21 0.61 -0.10
C 2.5316 0.2678 -0.9812 0.87 -0.53 -0.35
C 0.3807 -2.6439 -0.7315 1.53 1.04 -0.37
C 0.1485 -3.9658 -1.1365 -0.79 -0.67 0.11
C -1.1311 -4.5040 -1.0389 1.48 -0.01 -0.31
C -2.1709 -3.7020 -0.5541 -0.60 1.65 0.75
C -1.8981 -2.3886 -0.1644 -0.15 -1.18 -0.35
N -0.6464 -1.8716 -0.2332 -0.73 0.03 0.13
H 4.4942 0.4940 -1.7992 -0.22 -0.19 0.00
H 4.7490 -1.9751 -2.2638 -0.26 0.08 0.07
H 2.7982 -3.4990 -1.7472 0.18 0.37 0.03
H 2.3535 1.3287 -0.7976 0.25 -0.30 -0.14
H 0.9904 -4.5289 -1.5422 -0.44 0.04 0.15
H -1.3248 -5.5290 -1.3498 0.08 0.26 0.05
H -3.1917 -4.0685 -0.4697 0.28 0.08 -0.05
H -2.6767 -1.7143 0.1988 0.16 -0.33 -0.16